DFT (ωB97M-V/def2-TZVPD) results for a molecular structure, C16H8ClF12FeN2O20S4 at a distorted geometry.

XYZ file:
```
64
Properties=species:S:1:pos:R:3:forces:R:3:lowdin_spin:R:1
Fe 19.55088 18.18278 -15.82159 1.45 -1.53 3.00 4.31
Cl 20.81313 16.82543 -13.35005 -0.71 1.32 -1.49 0.00
O 19.56004 17.57528 -13.47853 -1.77 0.35 1.37 0.06
O 21.16353 16.94022 -14.76158 1.17 -1.19 -2.91 0.08
O 21.79804 17.54184 -12.64933 0.36 0.17 1.32 0.01
O 20.64403 15.49750 -12.89097 -0.13 0.27 -0.20 0.01
C 15.25610 17.99699 -14.86111 1.95 0.87 0.55 0.00
F 14.15208 18.67678 -14.64526 0.77 0.39 0.25 0.00
F 16.17118 18.00745 -13.83507 -1.78 -0.20 -0.66 0.00
F 14.89207 16.76177 -15.08470 -0.03 -0.35 -0.54 0.00
S 16.30521 18.74198 -16.37331 -1.12 -2.32 -1.75 0.01
O 16.45443 17.60465 -17.27952 0.33 1.55 1.47 0.00
O 15.55992 19.87482 -16.86429 1.06 -0.75 0.86 0.01
N 17.91067 19.16721 -15.66283 -4.70 0.28 -1.21 0.12
S 17.50429 20.49772 -14.78542 1.42 2.98 3.93 0.02
O 16.20573 20.65414 -14.12555 1.33 -1.05 -2.18 0.01
O 18.61109 20.60005 -13.84609 -0.42 0.19 -1.26 0.00
C 17.64473 22.02285 -16.02107 -0.34 -0.56 1.68 0.01
F 16.88617 23.00271 -15.51231 0.42 -0.45 -0.15 0.00
F 18.90995 22.40871 -16.03358 -0.01 0.02 -0.07 0.00
F 17.22386 21.70442 -17.19780 0.04 0.22 -0.95 0.00
C 18.57673 18.76279 -19.89749 -0.69 -0.81 0.47 0.00
F 18.19143 17.57885 -19.43556 0.31 0.04 0.21 0.00
F 18.90835 18.61927 -21.15727 0.13 0.64 0.04 0.00
F 17.53919 19.59145 -19.73984 0.95 0.00 -0.29 0.00
S 20.05800 19.43744 -18.84932 -0.91 5.03 2.03 0.01
O 21.18675 19.73780 -19.72728 -1.75 -1.04 1.58 0.01
O 19.52473 20.58449 -18.06716 0.72 -2.68 -1.74 0.00
N 20.29885 18.21464 -17.55973 0.04 2.67 -4.51 0.11
S 21.23439 17.25197 -18.40420 2.11 -5.05 0.81 0.02
O 21.21171 15.99485 -17.69631 0.61 0.72 0.37 0.00
O 20.94798 17.07349 -19.80123 -0.02 1.33 0.24 0.01
C 23.06470 17.95023 -18.13642 -0.68 0.16 0.61 0.01
F 23.69318 16.85188 -17.77918 0.78 -0.29 -0.95 0.00
F 23.54872 18.53922 -19.24082 -0.20 -0.84 1.31 0.00
F 23.19806 18.75596 -17.05088 -0.75 0.10 -1.34 0.00
C 16.78313 13.15008 -15.81190 0.08 0.72 -0.06 0.00
C 17.15988 14.44779 -15.65236 -1.00 -0.08 1.82 0.00
C 18.09898 15.21468 -16.49057 1.87 -1.66 -2.19 0.01
O 18.61470 16.32084 -16.29507 -0.79 -0.37 0.81 0.06
C 18.54984 14.36287 -17.60262 0.56 1.75 0.05 0.00
C 18.17328 13.10436 -17.80490 0.15 -2.47 -1.20 0.00
C 17.16318 12.34655 -16.97734 -1.31 -0.40 0.75 0.00
O 16.69009 11.23034 -17.24255 1.59 2.30 0.11 0.00
O 18.74296 12.35292 -18.76893 0.18 1.24 0.16 0.00
O 16.76697 15.17901 -14.60669 0.26 0.25 0.08 0.00
H 16.16421 12.73023 -15.03276 -0.17 -0.22 -0.11 0.00
H 19.33051 14.77732 -18.22324 0.02 -0.01 -0.12 0.00
H 18.39090 11.45990 -18.78169 -0.46 -0.34 0.25 0.00
H 15.97328 14.83619 -14.18939 -0.05 -0.27 0.18 0.00
C 22.96283 22.83707 -14.74049 -0.63 0.03 -0.67 0.00
C 22.21789 21.94336 -15.39044 -0.09 -1.24 -2.01 0.00
C 21.62723 20.72660 -14.66363 -1.07 -1.75 0.60 0.01
O 21.00125 19.71307 -15.13270 1.57 3.23 0.35 0.05
C 21.80045 20.82041 -13.18886 -0.41 -1.38 -1.05 0.00
C 22.45328 21.77608 -12.54464 0.32 1.85 2.36 0.00
C 23.19665 22.86519 -13.30907 0.70 1.37 0.11 0.00
O 23.92550 23.75742 -12.86031 -1.44 -1.92 0.36 0.00
O 22.37196 21.86690 -11.15125 0.14 -0.71 -2.31 0.00
O 22.10641 21.96775 -16.76570 -0.68 -0.97 1.45 0.00
H 23.33747 23.63641 -15.36267 0.45 0.20 0.34 0.00
H 21.36460 20.00880 -12.62517 -0.28 0.04 0.02 0.00
H 22.66190 22.73154 -10.85135 0.42 0.32 -0.14 0.00
H 22.20398 22.84412 -17.14525 0.17 0.26 0.20 0.00
```
Positions in Å, forces in eV/Å.

Summary:
**2S+1**: 6
**LUMO (spin up / spin down)**: -2.72 / -3.82 eV
**Maximum force**: 0.108 Eh/bohr
**HOMO (spin up / spin down)**: -10.27 / -10.26 eV
**Charge**: 0
**Orbital gap (spin up / spin down)**: 0.277 / 0.237 Eh